Formula: C54H63Ge2InN2O3S4
Source: the Open Molecules 2025 dataset
Level of theory: ωB97M-V/def2-TZVPD

```
129
Properties=species:S:1:pos:R:3:mulliken_charge:R:1
In 0.556 -0.004 0.576 1.82
C 4.356 -6.604 2.769 -1.87
C 4.984 -5.274 2.442 0.93
C 5.024 -4.800 1.137 -0.46
C 5.542 -3.545 0.830 0.73
C 5.591 -3.078 -0.603 -1.70
C 6.020 -2.740 1.871 0.83
C 6.048 -3.226 3.186 -0.31
C 6.642 -2.409 4.306 -1.41
C 5.522 -4.483 3.449 -0.28
C 6.551 -1.377 1.566 -1.10
C 7.905 -1.232 1.280 0.22
C 8.432 0.006 0.946 -1.09
C 7.604 1.112 0.882 -0.25
C 6.245 1.003 1.174 -0.35
C 5.719 -0.244 1.531 -0.26
Ge 3.772 -0.389 1.867 -0.90
S 2.751 -0.918 -0.040 -0.40
S 3.129 -1.785 3.525 0.30
Ge 1.577 -0.199 3.897 0.13
S -0.262 -0.763 2.797 -0.97
S 2.649 1.388 2.702 0.47
C 1.146 0.171 5.790 -0.36
C 0.575 1.400 6.169 -0.49
C 0.320 1.637 7.518 -0.11
C 0.609 0.680 8.477 -1.06
C 1.158 -0.531 8.097 0.26
C 1.428 -0.801 6.757 -0.47
C 2.037 -2.124 6.419 0.69
C 3.429 -2.269 6.423 0.37
C 4.323 -1.076 6.632 -1.82
C 3.979 -3.522 6.178 -0.72
C 3.182 -4.629 5.917 0.53
C 3.791 -5.992 5.701 -1.96
C 1.803 -4.461 5.899 -1.23
C 1.214 -3.228 6.161 1.54
C -0.288 -3.099 6.199 -1.71
C 0.199 2.481 5.206 0.81
C 1.134 3.447 4.822 0.20
C 2.563 3.390 5.302 -0.87
C 0.721 4.507 4.019 -0.56
C -0.594 4.636 3.595 0.43
C -1.046 5.809 2.767 -1.70
C -1.507 3.660 3.983 -0.94
C -1.140 2.599 4.799 1.07
C -2.192 1.663 5.338 -1.65
C 5.388 2.216 1.034 0.55
C 4.681 2.425 -0.155 1.22
C 4.793 1.469 -1.317 -1.68
C 3.903 3.570 -0.281 -1.03
C 3.836 4.520 0.726 0.76
C 2.984 5.749 0.567 -1.65
C 4.564 4.303 1.892 -0.68
C 5.332 3.161 2.068 1.51
C 6.079 2.930 3.357 -1.53
H 4.211 -7.207 1.872 0.43
H 3.380 -6.452 3.241 0.17
H 4.974 -7.169 3.470 0.46
H 4.655 -5.429 0.331 0.43
H 5.460 -3.921 -1.284 0.53
H 6.539 -2.592 -0.835 0.38
H 4.797 -2.354 -0.801 0.10
H 6.406 -1.351 4.194 0.06
H 7.731 -2.505 4.316 0.43
H 6.252 -2.747 5.266 0.26
H 5.501 -4.843 4.475 0.52
H 8.544 -2.108 1.309 0.51
H 9.488 0.103 0.723 0.44
H 8.000 2.082 0.599 0.52
H -0.116 2.588 7.807 0.54
H 0.396 0.875 9.522 0.44
H 1.389 -1.288 8.839 0.51
H 4.054 -0.524 7.534 0.48
H 4.230 -0.385 5.786 -0.01
H 5.366 -1.381 6.708 0.53
H 5.060 -3.639 6.191 1.03
H 4.812 -5.918 5.324 0.50
H 3.201 -6.579 4.995 0.36
H 3.827 -6.547 6.643 0.47
H 1.165 -5.317 5.699 0.33
H -0.760 -4.067 6.032 0.46
H -0.648 -2.410 5.434 0.21
H -0.621 -2.713 7.166 0.33
H 2.909 2.365 5.432 -0.04
H 2.657 3.895 6.268 0.47
H 3.222 3.890 4.591 0.14
H 1.450 5.255 3.719 0.35
H -0.315 6.617 2.800 0.37
H -1.999 6.193 3.137 0.46
H -1.200 5.509 1.727 0.26
H -2.545 3.760 3.676 0.43
H -3.132 1.786 4.797 0.45
H -2.381 1.876 6.394 0.32
H -1.885 0.622 5.264 0.23
H 4.900 0.435 -0.993 0.27
H 5.672 1.719 -1.919 0.37
H 3.913 1.540 -1.955 0.39
H 3.329 3.719 -1.191 0.34
H 2.803 5.968 -0.486 0.44
H 3.460 6.617 1.028 0.41
H 2.014 5.601 1.043 0.20
H 4.521 5.040 2.690 0.40
H 6.003 3.798 4.012 0.44
H 7.135 2.725 3.174 0.43
H 5.665 2.065 3.887 0.04
N -1.726 0.517 0.234 -0.35
C -1.803 1.751 -0.560 -0.61
C -0.546 2.619 -0.385 0.70
O -0.631 3.805 -0.652 -0.72
O 0.537 1.999 -0.027 -0.49
H -2.212 -0.262 -0.191 0.21
H -2.087 0.650 1.171 0.27
H -2.667 2.364 -0.323 0.34
H -1.842 1.496 -1.620 0.25
C 0.220 -3.807 0.757 -1.17
N 0.777 -3.634 -0.580 0.52
C 1.822 -4.577 -0.968 -1.19
C 0.506 -2.555 -1.319 0.64
C 1.172 -2.455 -2.666 -1.30
O -0.279 -1.642 -0.948 -0.80
H -0.123 -4.836 0.875 0.38
H -0.615 -3.135 0.897 0.35
H 0.970 -3.586 1.519 0.42
H 1.747 -5.456 -0.333 0.32
H 2.813 -4.136 -0.827 0.38
H 1.708 -4.891 -2.004 0.42
H 0.757 -3.198 -3.352 0.41
H 2.246 -2.616 -2.579 0.33
H 0.988 -1.463 -3.063 0.33
```

Max |F| in hartree/bohr: 0.0162
Orbital gap in hartree: 0.3064
Net charge: 0

***

Formula: C27H56BF8N2O11P2
Source: the Open Molecules 2025 dataset
Level of theory: ωB97M-V/def2-TZVPD

```
107
Properties=species:S:1:pos:R:3:mulliken_charge:R:1
C 0.625 -1.454 5.678 -0.93
C -0.337 -2.523 5.189 -0.39
O -1.695 -2.250 5.612 -0.44
P -2.688 -1.895 4.390 0.70
O -4.001 -1.492 4.869 -0.83
C -1.943 -0.559 3.427 -0.07
C -1.977 -0.757 1.895 -0.08
C -2.135 0.575 1.128 -1.66
B -0.733 1.140 0.478 -0.32
C 0.295 1.703 1.628 1.22
F 1.244 0.772 1.961 -0.39
F -0.374 1.961 2.789 -0.44
C 1.057 3.010 1.261 0.74
F 0.808 3.984 2.171 -0.35
F 2.394 2.833 1.260 -0.34
O -0.195 0.026 -0.340 -0.42
C -0.611 0.144 -1.662 -0.36
C -1.728 -0.867 -1.992 -1.02
N -1.356 -1.786 -3.089 -0.56
C -1.200 -1.097 -4.379 -0.46
C -0.852 1.710 -1.872 1.53
P -2.403 2.319 -2.711 0.28
N -3.737 1.926 -1.964 -0.79
C 0.459 2.334 -2.372 0.46
F 0.330 3.688 -2.422 -0.38
F 1.464 2.104 -1.534 -0.29
C 0.979 1.936 -3.760 -0.16
F 1.733 0.840 -3.734 -0.27
F -0.001 1.799 -4.670 -0.14
O -1.134 2.105 -0.581 -0.59
O -2.890 -3.209 3.464 -0.28
C -3.203 -4.370 4.264 -0.16
C -4.190 -5.250 3.562 -1.37
H 0.176 -0.820 6.433 0.30
H 0.910 -0.788 4.870 0.15
H 1.548 -1.883 6.060 0.24
H -0.065 -3.488 5.598 0.51
H -0.292 -2.584 4.104 0.39
H -0.909 -0.387 3.705 -0.16
H -2.469 0.335 3.729 0.50
H -1.103 -1.334 1.594 0.19
H -2.841 -1.379 1.663 0.55
H -2.834 0.410 0.313 0.45
H -2.618 1.277 1.809 0.43
H 0.791 3.420 0.295 -0.11
H 0.257 -0.267 -2.187 0.63
H -1.842 -1.499 -1.121 0.30
H -2.695 -0.415 -2.226 0.34
H -2.114 -2.439 -3.233 0.28
H -1.727 -1.605 -5.179 0.43
H -0.160 -0.939 -4.639 0.19
H -1.647 -0.102 -4.311 -0.10
H -2.427 1.873 -4.048 -0.16
H -2.275 3.725 -2.736 0.05
H -4.311 1.395 -2.612 0.22
H 1.630 2.741 -4.101 0.29
H -3.664 -4.044 5.194 0.36
H -2.270 -4.876 4.505 0.20
H -3.770 -5.771 2.708 0.33
H -5.089 -4.723 3.264 0.32
H -4.500 -6.032 4.254 0.40
C -3.038 0.409 -10.336 -0.78
O -3.714 1.539 -9.827 -0.30
C -4.613 1.258 -8.766 -0.56
C -4.507 2.260 -7.635 -0.39
O -3.306 2.219 -6.879 -0.31
C -2.085 2.591 -7.503 0.08
C -1.955 4.055 -7.875 -0.70
O -2.823 4.424 -8.937 -0.28
C -3.529 5.624 -8.709 -0.81
H -3.653 -0.101 -11.085 0.30
H -2.119 0.758 -10.807 0.24
H -2.762 -0.291 -9.541 0.36
H -4.456 0.248 -8.373 0.34
H -5.630 1.309 -9.177 0.39
H -5.296 2.017 -6.918 0.41
H -4.716 3.274 -7.979 0.11
H -1.867 1.943 -8.352 0.06
H -1.318 2.384 -6.753 0.18
H -0.926 4.225 -8.219 0.38
H -2.127 4.673 -6.988 0.37
H -3.904 5.683 -7.682 0.37
H -4.383 5.642 -9.386 0.24
H -2.893 6.494 -8.911 0.31
C 7.892 -2.892 4.367 -0.80
O 7.375 -1.840 5.152 -0.28
C 6.040 -1.470 4.832 -0.56
C 5.192 -1.253 6.068 -0.22
O 4.895 -2.418 6.829 -0.39
C 5.943 -3.090 7.508 -0.32
C 6.554 -2.341 8.677 -0.52
O 7.300 -1.209 8.260 -0.30
C 7.032 -0.039 9.003 -0.82
H 8.297 -2.507 3.425 0.31
H 8.696 -3.363 4.934 0.23
H 7.135 -3.656 4.161 0.37
H 5.565 -2.220 4.191 0.33
H 6.085 -0.526 4.276 0.38
H 4.221 -0.885 5.729 0.39
H 5.604 -0.470 6.705 0.06
H 6.708 -3.430 6.810 0.11
H 5.475 -3.990 7.918 0.40
H 7.249 -3.022 9.188 0.38
H 5.766 -2.062 9.383 0.34
H 5.960 0.083 9.192 0.38
H 7.373 0.813 8.416 0.24
H 7.567 -0.054 9.959 0.31
```

Max |F| in hartree/bohr: 0.0473
Orbital gap in hartree: 0.2743
Net charge: -1

***

Formula: C32H24CuN4O4S
Source: the Open Molecules 2025 dataset
Level of theory: ωB97M-V/def2-TZVPD

```
66
Properties=species:S:1:pos:R:3:nbo_charge:R:1
Cu 0.220 0.747 1.685 0.88
C 2.877 2.843 2.519 -0.26
O 2.631 1.475 2.271 -0.52
C 3.489 0.833 1.436 0.41
C 4.748 1.316 1.109 -0.31
C 5.552 0.611 0.225 -0.20
C 5.106 -0.573 -0.340 -0.25
C 3.850 -1.058 -0.012 -0.20
C 3.038 -0.371 0.877 0.04
N 1.731 -0.770 1.256 -0.32
N 1.349 -1.839 0.696 -0.19
C 0.119 -2.342 1.006 -0.02
C -0.691 -1.870 2.084 0.39
O -0.370 -0.930 2.867 -0.73
C -1.960 -2.554 2.284 -0.25
C -2.377 -3.558 1.488 -0.17
C -1.576 -4.034 0.398 -0.11
C -2.026 -5.073 -0.434 -0.17
C -1.260 -5.531 -1.477 -0.26
C -0.006 -4.943 -1.704 -0.22
C 0.452 -3.923 -0.908 -0.21
C -0.321 -3.432 0.169 -0.01
H 3.768 2.980 3.141 0.16
H 2.980 3.390 1.579 0.21
H 2.004 3.210 3.056 0.20
H 5.093 2.255 1.519 0.21
H 6.526 1.006 -0.034 0.20
H 5.727 -1.116 -1.042 0.20
H 3.473 -1.975 -0.444 0.23
H -2.562 -2.198 3.112 0.21
H -3.336 -4.034 1.664 0.20
H -3.001 -5.507 -0.237 0.20
H -1.616 -6.329 -2.116 0.20
H 0.613 -5.297 -2.521 0.20
H 1.418 -3.476 -1.092 0.23
O 2.167 2.366 -0.524 -0.98
S 0.826 2.616 -0.994 2.33
O 0.552 3.941 -1.512 -0.99
N -0.180 2.154 0.143 -1.04
C -1.532 2.413 0.011 0.18
C -2.193 2.896 -1.103 -0.29
C -3.587 3.101 -1.105 -0.18
C -4.360 2.839 -0.013 -0.25
C -3.737 2.328 1.150 -0.10
C -4.457 2.009 2.323 -0.14
C -3.806 1.489 3.404 -0.28
C -2.417 1.275 3.312 0.06
N -1.723 1.579 2.245 -0.49
C -2.344 2.107 1.163 0.20
C 0.568 1.492 -2.361 -0.24
C 0.630 1.953 -3.666 -0.22
C 0.459 1.061 -4.716 -0.23
C 0.220 -0.282 -4.459 -0.22
C 0.152 -0.737 -3.149 -0.20
C 0.328 0.150 -2.098 -0.22
H -1.641 3.151 -1.993 0.23
H -4.043 3.480 -2.012 0.20
H -5.431 3.000 -0.020 0.20
H -5.528 2.174 2.340 0.20
H -4.331 1.230 4.314 0.21
H -1.867 0.810 4.120 0.21
H 0.803 3.005 -3.846 0.23
H 0.505 1.418 -5.737 0.20
H 0.080 -0.974 -5.280 0.20
H -0.047 -1.780 -2.937 0.22
H 0.270 -0.195 -1.076 0.24
```

Energy above the lowest of the compared OMol25 structures with the same formula, charge and spin in eV: 0.000
Max |F| in hartree/bohr: 0.0077
Orbital gap in hartree: 0.2467
Net charge: -1

***

Formula: C23H15O6PPb
Source: the Open Molecules 2025 dataset
Level of theory: ωB97M-V/def2-TZVPD

```
46
Properties=species:S:1:pos:R:3:nbo_charge:R:1
O 0.579 0.020 -8.025 -0.43
C 0.618 0.005 -6.883 0.47
Pb 0.652 -0.028 -2.889 1.21
O 2.924 -2.962 -3.213 -0.35
C 2.235 -2.068 -3.365 0.50
C -1.012 1.998 -3.401 0.50
O -1.736 2.879 -3.260 -0.37
C -1.384 -1.693 -3.407 0.50
O -2.221 -2.449 -3.292 -0.36
C 2.671 1.584 -3.370 0.50
O 3.554 2.303 -3.232 -0.35
O 0.670 -0.041 -0.735 -1.27
P -0.019 0.004 0.642 1.95
C -1.167 1.366 0.567 -0.38
C -0.885 2.505 1.340 -0.18
C -1.741 3.602 1.304 -0.19
C -2.863 3.586 0.474 -0.16
C -3.093 2.495 -0.374 -0.19
C -2.221 1.413 -0.369 -0.24
C -0.698 -1.629 0.839 -0.38
C 0.059 -2.570 1.565 -0.20
C -0.396 -3.888 1.666 -0.18
C -1.548 -4.287 0.984 -0.16
C -2.253 -3.372 0.197 -0.20
C -1.829 -2.046 0.104 -0.23
C 1.404 0.301 1.630 -0.50
C 1.160 0.337 3.005 -0.18
C 2.219 0.550 3.896 -0.19
C 3.513 0.719 3.389 -0.15
C 3.760 0.683 2.017 -0.22
C 2.707 0.476 1.124 -0.10
H -0.018 2.494 1.999 0.24
H -1.535 4.460 1.945 0.25
H -3.548 4.434 0.463 0.25
H -3.982 2.472 -1.021 0.24
H -2.396 0.571 -1.059 0.20
H 0.956 -2.246 2.079 0.24
H 0.156 -4.588 2.294 0.24
H -1.885 -5.320 1.053 0.25
H -3.163 -3.681 -0.335 0.24
H -2.403 -1.321 -0.470 0.21
H 0.139 0.202 3.368 0.23
H 1.999 0.577 4.964 0.25
H 4.334 0.881 4.098 0.25
H 4.781 0.820 1.643 0.24
H 2.906 0.454 0.049 0.21
```

Energy above the lowest of the compared OMol25 structures with the same formula, charge and spin in eV: 0.000
Max |F| in hartree/bohr: 0.0976
Orbital gap in hartree: 0.2880
Net charge: +2

***

Formula: C38H32BrCl2N4O6Sr
Source: the Open Molecules 2025 dataset
Level of theory: ωB97M-V/def2-TZVPD

```
84
Properties=species:S:1:pos:R:3:mulliken_charge:R:1
Sr -0.091 -0.803 0.006 0.55
Br -6.163 -5.049 1.815 -0.28
C -4.697 -3.837 1.897 -0.31
C -4.871 -2.580 2.499 -0.30
C -3.827 -1.703 2.560 -0.82
C -2.534 -1.989 2.001 0.48
O -1.627 -1.106 2.011 -0.85
C -2.372 -3.315 1.459 0.52
C -1.119 -3.877 1.034 0.24
N 0.033 -3.300 1.045 0.05
C 1.194 -4.040 0.766 0.64
C 1.277 -5.413 0.716 -0.83
C 2.489 -6.075 0.439 -0.93
C 3.642 -5.373 0.243 -0.98
C 3.621 -3.962 0.336 1.41
C 4.789 -3.179 0.183 -0.58
C 4.717 -1.826 0.308 -0.88
C 3.458 -1.244 0.574 -0.20
N 2.356 -1.934 0.705 -0.02
C 2.407 -3.290 0.597 -0.08
C -3.475 -4.192 1.404 -0.71
H -5.835 -2.315 2.916 0.42
H -3.948 -0.735 3.033 0.43
H -1.210 -4.918 0.705 0.18
H 0.400 -6.017 0.902 0.31
H 2.497 -7.157 0.393 0.38
H 4.579 -5.876 0.035 0.41
H 5.729 -3.673 -0.037 0.41
H 5.588 -1.196 0.191 0.43
H 3.358 -0.168 0.669 0.29
H -3.335 -5.176 0.972 0.42
C -4.374 5.082 0.737 -1.58
C -3.518 4.275 1.670 1.48
C -2.884 4.856 2.757 -0.80
C -2.103 4.086 3.604 0.14
Cl -1.303 4.851 4.959 -0.27
C -1.945 2.732 3.385 -1.09
C -2.570 2.134 2.298 -0.50
C -3.349 2.903 1.440 0.57
O -3.986 2.432 0.335 -0.48
C -3.925 1.046 0.025 -0.68
C -2.572 0.539 -0.472 0.56
O -1.573 1.295 -0.380 0.19
O -2.552 -0.642 -0.884 -0.79
H -5.405 4.723 0.748 0.36
H -4.024 4.989 -0.293 0.28
H -4.368 6.135 1.020 0.39
H -2.999 5.916 2.946 0.37
H -1.323 2.137 4.040 0.54
H -2.392 1.081 2.124 0.35
H -4.669 0.883 -0.752 0.38
H -4.206 0.439 0.891 0.17
N 1.299 1.188 1.190 -0.85
C 1.111 2.140 0.552 0.86
N 0.924 3.222 -0.159 0.16
C -0.056 4.235 0.241 -0.75
C -1.144 4.395 -0.815 0.63
C -0.554 4.561 -2.212 -1.35
C 0.364 3.388 -2.540 -0.30
C 1.482 3.294 -1.515 -0.27
H 0.479 5.181 0.388 0.34
H -0.485 3.935 1.196 0.10
H -1.758 5.258 -0.545 0.38
H -1.773 3.504 -0.794 -0.41
H 0.016 5.498 -2.271 0.41
H -1.359 4.634 -2.947 0.41
H 0.803 3.498 -3.535 0.48
H -0.195 2.449 -2.522 0.09
H 2.128 4.179 -1.570 0.33
H 2.076 2.397 -1.678 -0.12
Cl 7.276 -2.464 -4.284 -0.26
C 5.666 -2.080 -3.721 0.61
C 4.756 -3.105 -3.527 -0.83
C 3.485 -2.792 -3.068 -0.40
C 3.131 -1.474 -2.807 0.21
C 4.059 -0.463 -3.018 0.12
C 5.334 -0.757 -3.477 -0.90
C 1.773 -1.167 -2.208 0.35
O 1.016 -2.141 -1.989 -0.69
O 1.524 0.028 -1.893 -0.36
H 5.044 -4.128 -3.725 0.43
H 2.751 -3.565 -2.883 0.48
H 3.769 0.557 -2.800 0.30
H 6.067 0.022 -3.640 0.43
```

Energy above the lowest of the compared OMol25 structures with the same formula, charge and spin in eV: 0.217
Max |F| in hartree/bohr: 0.0033
Orbital gap in hartree: 0.2512
Net charge: -1

***

> Which value of max |F| does entry 1 give?

0.0162 hartree/bohr